(1)
C14H19N | ωB97M-V/def2-TZVPD

Structure (XYZ):
```
34
Properties=species:S:1:pos:R:3:forces:R:3:nbo_charge:R:1
C -0.07356 -1.72247 3.13209 -0.96 -2.05 -1.34 -0.4532
C -0.27622 -0.79618 2.25733 0.16 2.42 -3.00 0.0937
C -0.29358 0.68209 2.65379 -2.03 -1.83 1.96 -0.6571
C -0.74061 -0.93530 0.72429 1.17 -0.37 1.21 -0.3013
C -0.95676 -2.35760 0.33265 -1.39 -0.02 1.76 -0.1766
C 0.03295 -3.20075 0.20718 1.51 -0.67 -1.13 -0.1890
C 1.49625 -2.62959 0.04649 -1.15 -0.43 -0.78 -0.4934
C 1.29357 -1.21234 -0.53963 -1.02 -2.31 1.92 0.2831
C 0.23769 -0.38436 -0.29378 0.83 -0.80 0.29 -0.1899
C 0.32747 0.71603 -1.26351 0.12 0.67 0.35 0.0021
C -0.49983 1.77337 -1.47807 -0.41 -0.08 1.17 -0.0416
C -1.73705 2.02780 -0.52381 1.23 -1.23 -1.62 -0.6267
C -0.31259 2.88866 -2.49246 0.67 0.81 -0.80 -0.6522
C 1.67190 0.40449 -1.99449 -1.74 1.80 -2.45 -0.2379
N 2.18432 -0.78834 -1.40969 -0.54 2.18 -0.49 -0.5891
H -0.40539 -2.72781 3.03422 0.32 -0.89 -0.66 0.2021
H 0.21381 -1.48920 4.06481 0.96 1.03 3.33 0.1864
H -1.18243 0.70150 3.36587 0.76 0.32 -0.82 0.2131
H -0.56944 1.28875 1.84696 0.14 1.07 -1.11 0.2134
H 0.47971 1.06947 3.27489 1.07 0.15 -0.01 0.2260
H -1.61093 -0.36667 0.83951 -1.63 0.55 -0.73 0.2220
H -1.91782 -2.84325 0.46205 -0.37 0.46 -0.17 0.2080
H -0.32668 -4.23567 0.04163 1.25 0.40 0.13 0.2163
H 2.11309 -3.32378 -0.68722 -0.97 1.57 1.73 0.2215
H 1.95033 -2.45294 1.04815 0.01 -0.72 -0.65 0.2553
H -1.31553 2.50905 0.30969 0.35 0.85 1.38 0.2049
H -2.22483 1.10564 -0.14578 0.02 0.79 -0.71 0.2103
H -2.38678 2.75097 -1.00446 -0.50 -0.31 0.00 0.2100
H -0.83866 3.89071 -2.25775 1.24 -1.51 0.24 0.2184
H -0.84083 2.61488 -3.39456 -0.35 -0.31 -0.55 0.2148
H 0.75372 3.05482 -2.90113 -1.42 -0.08 1.12 0.2117
H 1.38105 0.36172 -3.10588 0.68 -0.56 1.25 0.1970
H 2.34164 1.24865 -1.94840 0.43 0.33 0.28 0.2022
H 2.87242 -1.34792 -1.77624 1.54 -1.24 -1.09 0.3957
```
Forces are in eV/Å.

Computed properties:
- max |F| (eV/A) = 3.86
- energy above the lowest of the compared OMol25 structures with the same formula, charge and spin (eV) = 3.217
- HOMO level (Ha) = -0.2387
- frontier orbital gap (Ha) = 0.270
- calculated total energy (Eh) = -599.4657
- LUMO energy (eV) = 0.86
- charge = 0
- SMILES string = C=C(C)[C@@H]1C=CCC2=C1C(=C(C)C)CN2


(2)
C14H19NO2S | ωB97M-V/def2-TZVPD

Structure (XYZ):
```
37
Properties=species:S:1:pos:R:3:forces:R:3:nbo_charge:R:1
C 3.99915 2.43245 -1.04858 0.06 -0.05 0.09 -0.6177
C 3.60720 1.87496 0.30776 -0.46 -0.21 -0.17 -0.5224
S 1.84460 1.38805 0.39255 0.34 0.28 0.21 0.2203
C 1.83108 -0.34140 -0.00029 -0.03 0.22 0.05 -0.0506
C 2.87830 -0.95380 -0.67747 0.05 -0.06 -0.04 -0.2770
C 2.85425 -2.31302 -0.93296 0.04 -0.01 0.01 -0.1829
C 1.78802 -3.08695 -0.50993 -0.04 -0.03 -0.01 -0.2311
C 0.74098 -2.48356 0.16143 -0.03 0.03 -0.02 -0.1485
C 0.73775 -1.11634 0.40709 0.24 -0.16 -0.02 -0.1938
C -0.43873 -0.56684 1.14966 0.05 0.11 -0.14 0.6635
O -0.91909 -1.13670 2.11142 -0.08 -0.18 0.16 -0.6260
N -0.93697 0.58154 0.64405 -0.24 0.11 -0.19 -0.6102
C -2.09520 1.24489 1.18537 -0.42 0.11 -0.13 -0.2451
C -3.32211 1.05348 0.27482 0.02 -0.01 0.57 0.0937
C -3.82265 -0.40071 0.25214 0.07 0.14 -0.17 -0.4396
C -4.12275 -0.64453 -1.22537 0.11 0.22 -0.02 -0.4274
C -3.08668 0.25787 -1.89019 -0.05 -0.35 -0.28 -0.0636
O -2.99809 1.40514 -1.06870 0.12 0.22 0.13 -0.5406
H 5.04589 2.73114 -1.03643 0.11 0.06 -0.07 0.2112
H 3.39175 3.30331 -1.28359 -0.02 0.05 -0.07 0.2156
H 3.85617 1.69801 -1.83808 0.00 -0.02 -0.07 0.2079
H 3.70296 2.64361 1.07527 0.03 -0.10 0.04 0.2286
H 4.20773 1.01439 0.59844 0.05 0.06 0.08 0.2220
H 3.72472 -0.37808 -1.01524 0.06 0.08 -0.01 0.2124
H 3.67973 -2.76478 -1.46309 0.06 -0.05 -0.04 0.2149
H 1.77430 -4.14922 -0.69887 -0.01 -0.09 -0.02 0.2170
H -0.09696 -3.06466 0.51652 -0.07 -0.05 0.06 0.2302
H -0.57630 0.95992 -0.21746 0.05 -0.13 0.01 0.4112
H -1.87676 2.31166 1.28204 -0.02 -0.05 0.06 0.2026
H -2.29602 0.81651 2.16932 0.01 0.13 -0.05 0.2363
H -4.11024 1.74187 0.60830 0.09 -0.09 -0.01 0.1794
H -4.69376 -0.53580 0.88857 0.01 -0.02 0.07 0.2217
H -3.03419 -1.06839 0.59831 0.00 -0.04 0.05 0.2214
H -4.01729 -1.68628 -1.51794 -0.04 -0.06 -0.03 0.2165
H -5.12810 -0.30196 -1.47302 -0.02 -0.03 -0.05 0.2027
H -3.36762 0.58918 -2.89160 0.05 -0.06 0.03 0.1903
H -2.11249 -0.25260 -1.94386 -0.09 0.04 -0.02 0.1572
```
Forces are in eV/Å.

Computed properties:
- max |F| (eV/A) = 0.57
- energy above the lowest of the compared OMol25 structures with the same formula, charge and spin (eV) = 0.418
- HOMO level (Ha) = -0.3070
- frontier orbital gap (Ha) = 0.334
- calculated total energy (Eh) = -1148.3107
- LUMO energy (eV) = 0.73
- charge = 0
- SMILES string = CCSc1ccccc1C(=O)NC[C@@H]1CCCO1


(3)
C14H20BN6O4OsS2 | ωB97M-V/def2-TZVPD

Structure (XYZ):
```
48
Properties=species:S:1:pos:R:3:forces:R:3:nbo_charge:R:1
Os 0.45165 0.70882 -0.10671 0.86 -0.48 1.39 1.2405
C -3.73927 -3.38506 1.64798 0.07 0.05 -0.03 -0.6547
C -2.73695 -2.46096 2.23127 -0.10 0.23 -0.30 0.3701
N -2.03876 -2.65501 3.29997 0.14 0.11 0.06 -0.2655
N -1.29871 -1.50799 3.42094 0.40 -0.45 0.53 -0.3635
C -1.49632 -0.62745 2.45043 -0.01 0.06 -0.03 0.2398
S -0.80689 0.88862 2.28922 -0.01 0.44 -0.25 -0.1983
N -2.43328 -1.23097 1.67733 -0.38 -0.24 -0.33 -0.2327
N -3.01151 -0.74138 0.50991 -0.15 -0.22 0.16 -0.6316
H -3.78078 -4.29227 2.24552 0.02 0.03 0.01 0.2388
H -3.47188 -3.63106 0.62012 -0.01 0.00 0.03 0.2429
H -4.71925 -2.90936 1.62446 -0.01 -0.02 -0.01 0.2390
H -0.51120 -1.47007 4.04965 0.01 0.00 0.01 0.4462
H -3.43152 0.16468 0.69792 -0.01 0.04 0.01 0.3894
H -2.28103 -0.58635 -0.17686 -0.01 -0.05 0.03 0.3903
C 8.08808 -2.60212 1.33874 -0.12 0.03 -0.03 -0.6159
C 6.61427 -2.29619 1.40207 0.07 0.00 -0.03 -0.1204
C 5.91934 -1.85268 0.25352 -0.05 -0.01 0.10 -0.2159
C 4.58656 -1.54214 0.28046 -0.02 -0.08 0.13 -0.2357
C 3.85725 -1.66554 1.52442 0.44 0.21 -0.03 -0.5232
C 4.55019 -2.12201 2.69838 0.09 -0.12 -0.11 -0.2280
C 5.88407 -2.42242 2.60544 -0.04 0.01 0.00 -0.2165
S 2.31332 -1.13605 1.59821 -0.33 -0.13 -0.15 2.2538
O 1.73526 -1.25301 2.92077 -0.02 0.02 0.02 -0.9641
O 1.45964 -2.00216 0.57032 -0.03 0.00 0.01 -0.7518
N 2.12414 0.29956 0.88490 0.06 0.12 0.05 -0.9157
C 2.91245 1.42265 1.40766 -0.26 -0.29 -0.15 -0.3591
C 2.37720 2.71930 0.80516 -0.38 -0.05 -0.19 0.7819
O 2.96386 3.75716 1.01477 -0.07 0.10 -0.03 -0.6310
O 1.27945 2.60390 0.08170 0.34 0.09 -0.11 -0.7611
H 8.32209 -3.31781 0.54220 -0.01 0.02 0.04 0.1988
H 8.43672 -3.02971 2.28094 0.00 0.00 -0.02 0.2026
H 8.68660 -1.70386 1.14402 -0.01 -0.04 0.02 0.1993
H 6.46178 -1.75474 -0.68317 -0.03 -0.01 0.02 0.1967
H 4.06476 -1.21820 -0.61416 0.08 0.00 0.07 0.2108
H 4.00702 -2.22826 3.62911 0.05 0.03 -0.07 0.2208
H 6.40281 -2.76923 3.49519 -0.02 0.01 -0.03 0.1931
H 3.96493 1.33053 1.14813 0.11 -0.06 -0.02 0.2281
H 2.83461 1.50052 2.49343 -0.03 0.01 0.07 0.2230
C 0.49774 -1.36945 -0.34843 0.00 0.23 -0.13 -0.4195
H 0.83235 -1.66787 -1.33957 0.06 -0.13 -0.12 0.1832
H -0.44113 -1.89529 -0.15739 -0.13 0.05 0.00 0.1702
B -3.74367 1.73210 -1.93461 -0.18 0.04 -0.08 -0.5909
C -2.25882 1.41024 -1.53579 -0.42 0.10 -0.20 0.4500
N -1.21652 1.10588 -1.14450 -0.11 0.37 -0.42 -0.6469
H -4.30386 1.98018 -0.87583 0.06 -0.02 -0.08 0.0044
H -3.76444 2.68724 -2.68394 0.03 -0.09 0.10 0.0198
H -4.20765 0.73460 -2.45508 0.07 0.06 0.05 0.0085
```
Forces are in eV/Å.

Computed properties:
- max |F| (eV/A) = 1.70
- energy above the lowest of the compared OMol25 structures with the same formula, charge and spin (eV) = 0.007
- HOMO level (spin up / spin down) (Ha) = -0.0870 / -0.2064
- frontier orbital gap (spin up / spin down) (Ha) = 0.177 / 0.271
- spin multiplicity = 5
- calculated total energy (Eh) = -2086.8253
- LUMO energy (spin up / spin down) (eV) = 2.45 / 1.76
- ⟨S²⟩ = 6.04
- charge = -1


Among the records above, which one has the lowest calculated total energy? C14H20BN6O4OsS2


What is the formula in the second record? C14H19NO2S